Record 1
# C54H152N10O24

A 17-piece molecular cluster, C54H152N10O24 overall (ωB97M-V with the def2-TZVPD basis set, the OMol25 dataset).

Cartesian coordinates (Å):
C: -0.2639 -22.8898 2.5804
C: -0.1339 -24.3505 2.5024
C: 0.5436 -24.8552 1.2144
O: 0.9966 -26.1768 1.3469
C: 1.6933 -26.7308 0.2244
N: 0.5760 -24.8147 3.6485
H: -0.8480 -22.7029 3.4815
H: -0.7383 -22.3884 1.7368
H: 0.7386 -22.4648 2.6285
H: -1.1017 -24.8520 2.5023
H: 1.4123 -24.2525 0.9493
H: -0.1675 -24.8503 0.3884
H: 2.0044 -27.7498 0.4543
H: 2.5722 -26.1392 -0.0319
H: 1.0629 -26.8372 -0.6584
H: 1.3988 -24.2317 3.7050
H: 0.9303 -25.6774 3.2607
C: 1.2090 -16.9573 6.4814
C: 1.7395 -17.7277 7.6763
C: 3.2519 -17.6892 7.9174
O: 3.9245 -18.1948 6.7920
C: 5.3637 -17.9848 6.9839
N: 1.0266 -17.2192 8.8328
H: 0.1651 -17.2553 6.3843
H: 1.6204 -17.1990 5.5014
H: 1.2327 -15.8835 6.6675
H: 1.4916 -18.7876 7.6198
H: 3.5274 -18.3197 8.7628
H: 3.5994 -16.7048 8.2311
H: 5.9465 -18.3610 6.1431
H: 5.8304 -18.4131 7.8709
H: 5.5818 -16.9169 6.9836
H: 0.0539 -17.3656 8.6037
H: 1.1944 -16.2234 8.8092
C: -10.6166 -21.5413 5.6646
C: -9.3002 -22.2449 5.2032
C: -9.0507 -23.6198 5.8712
O: -9.1082 -23.3917 7.2920
C: -8.9101 -24.5072 8.0874
N: -9.4183 -22.3700 3.7321
H: -10.7436 -20.6647 5.0294
H: -10.5233 -21.2385 6.7075
H: -11.4958 -22.1701 5.5242
H: -8.4515 -21.6284 5.4995
H: -8.0848 -24.0147 5.5562
H: -9.8584 -24.2954 5.5899
H: -8.9919 -24.3148 9.1571
H: -7.8959 -24.8240 7.8445
H: -9.4382 -25.3985 7.7484
H: -9.3928 -21.4152 3.4040
H: -10.2607 -22.8120 3.3929
C: -6.2544 -26.9972 0.3747
C: -5.8214 -27.2460 1.7789
C: -5.0694 -26.0378 2.3998
O: -3.8359 -25.7458 1.7586
C: -2.8454 -26.7745 1.7295
N: -7.0102 -27.5712 2.5449
H: -6.9201 -26.1340 0.3815
H: -6.7046 -27.8133 -0.1905
H: -5.3736 -26.6972 -0.1930
H: -5.1858 -28.1292 1.8432
H: -4.8813 -26.0856 3.4723
H: -5.6869 -25.1565 2.2262
H: -2.7084 -27.1577 2.7408
H: -1.9368 -26.3651 1.2880
H: -3.1055 -27.5974 1.0637
H: -7.5721 -28.1216 1.9114
H: -7.5199 -26.7166 2.7178
C: -4.3205 -17.3229 2.9011
C: -3.5900 -17.9770 1.6960
C: -2.5269 -18.9713 2.1069
O: -1.4941 -18.2280 2.7899
C: -0.6188 -19.1610 3.4336
N: -4.5525 -18.5359 0.7906
H: -4.8596 -18.0584 3.4981
H: -5.1220 -16.6191 2.6766
H: -3.6112 -16.7962 3.5395
H: -3.2609 -17.1212 1.1066
H: -2.2284 -19.5520 1.2341
H: -3.0341 -19.7669 2.6526
H: -1.0689 -19.7478 4.2344
H: 0.2576 -18.6716 3.8584
H: -0.2607 -19.8446 2.6638
H: -5.1774 -17.7882 0.5249
H: -4.9659 -19.1944 1.4352
C: -3.7947 -23.3884 -0.6204
C: -4.7014 -22.2813 -0.0476
C: -4.5427 -22.1721 1.5558
O: -5.3733 -21.2141 2.2554
C: -6.6923 -21.6018 2.5336
N: -4.1373 -21.0587 -0.6898
H: -3.6584 -23.3183 -1.6995
H: -4.2099 -24.3154 -0.2248
H: -2.7680 -23.2763 -0.2720
H: -5.7230 -22.4516 -0.3873
H: -3.5126 -22.0345 1.8846
H: -4.6713 -23.1383 2.0436
H: -7.1405 -20.8864 3.2232
H: -6.6490 -22.6016 2.9654
H: -7.3177 -21.5826 1.6410
H: -4.8560 -20.7974 -1.3496
H: -4.1296 -20.2627 -0.0682
C: -0.8027 -21.0426 7.1286
C: -2.0427 -21.8749 7.5320
C: -2.6351 -22.6295 6.3100
O: -3.8947 -23.1288 6.7770
C: -4.6802 -23.8367 5.8526
N: -1.4370 -22.7425 8.5255
H: -1.1520 -20.1840 6.5552
H: -0.2453 -21.7056 6.4670
H: -0.2690 -20.6212 7.9805
H: -2.6694 -21.1670 8.0745
H: -2.0694 -23.5426 6.1251
H: -2.7408 -22.0710 5.3799
H: -4.8442 -23.1915 4.9895
H: -5.6520 -23.9653 6.3292
H: -4.1793 -24.7420 5.5095
H: -2.2097 -23.2948 8.8689
H: -1.0108 -23.5048 8.0182
C: -7.6930 -16.9341 8.2142
C: -7.9873 -17.0942 6.7150
C: -7.3935 -18.3723 6.0363
O: -5.9586 -18.5579 6.1949
C: -5.5815 -19.9146 5.8746
N: -9.4346 -16.9663 6.5848
H: -8.2038 -16.1273 8.7400
H: -6.6274 -16.7449 8.3433
H: -7.8586 -17.8113 8.8397
H: -7.5208 -16.2470 6.2123
H: -7.7037 -18.2566 4.9978
H: -7.8317 -19.3089 6.3810
H: -6.0341 -20.6804 6.5045
H: -4.4948 -19.9389 5.9552
H: -5.8125 -20.1994 4.8481
H: -9.5407 -16.8357 5.5889
H: -9.6906 -16.0658 6.9640
C: 3.2577 -20.3575 3.9439
C: 3.2337 -21.3758 5.0712
C: 3.7935 -22.7531 4.6072
O: 3.0820 -23.3266 3.4707
C: 3.8590 -24.3244 2.8236
N: 4.0687 -20.8740 6.1053
H: 4.3056 -20.3852 3.6450
H: 3.0736 -19.3273 4.2489
H: 2.6110 -20.7017 3.1368
H: 2.1812 -21.4813 5.3340
H: 3.7250 -23.4594 5.4345
H: 4.8502 -22.6060 4.3838
H: 3.3169 -24.7544 1.9814
H: 4.2333 -25.1105 3.4793
H: 4.7577 -23.8954 2.3803
H: 3.8868 -19.8902 6.2435
H: 3.8201 -21.3471 6.9623
C: -8.3204 -19.8162 10.6164
C: -7.9930 -20.8896 9.5301
C: -7.0121 -21.9947 9.9935
O: -5.8088 -21.5753 10.5271
C: -5.0249 -20.9673 9.5268
N: -9.2198 -21.4740 9.1607
H: -7.3688 -19.2871 10.6670
H: -8.5880 -20.0922 11.6364
H: -9.0890 -19.1454 10.2326
H: -7.6618 -20.3635 8.6348
H: -6.6789 -22.7146 9.2459
H: -7.5089 -22.5972 10.7539
H: -5.3196 -19.9196 9.4682
H: -5.1354 -21.3828 8.5252
H: -3.9634 -21.0029 9.7720
H: -9.8314 -20.6957 8.9603
H: -9.1161 -21.9725 8.2885
C: -0.9816 -26.0017 10.8984
C: 0.3600 -26.3490 11.5860
O: 0.3536 -27.6840 12.0935
O: -1.9764 -25.8284 11.9182
H: -1.1080 -26.8810 10.2668
H: -0.7289 -25.0615 10.4082
H: 0.5963 -25.5645 12.3049
H: 1.1843 -26.3910 10.8740
H: -0.3744 -27.8135 12.7058
H: -2.7975 -25.6360 11.4595
C: -5.3087 -25.5921 10.2483
C: -4.2919 -25.8557 9.1077
O: -3.4059 -24.7961 8.8118
O: -4.8544 -25.7116 11.5786
H: -6.2852 -26.0492 10.0883
H: -5.5861 -24.5449 10.1275
H: -4.8236 -26.0864 8.1846
H: -3.6212 -26.6851 9.3323
H: -3.5378 -24.3062 7.9968
H: -5.1264 -24.9357 12.0743
C: -1.3917 -26.7473 5.9953
C: -0.2146 -26.0733 6.7841
O: -0.0346 -24.7104 6.3940
O: -1.0816 -26.7639 4.5960
H: -2.3123 -26.1642 6.0154
H: -1.5405 -27.7710 6.3388
H: 0.7285 -26.5915 6.6104
H: -0.3863 -26.1113 7.8598
H: 0.2029 -24.7170 5.4639
H: -0.9751 -25.8446 4.3405
C: -1.3665 -19.5113 11.6502
C: -0.1606 -20.2548 10.9765
O: -0.4913 -21.6167 10.7922
O: -2.3246 -19.1316 10.6355
H: -1.0556 -18.6401 12.2267
H: -1.9456 -20.0739 12.3825
H: 0.6649 -20.2586 11.6882
H: 0.1968 -19.8852 10.0154
H: -0.8565 -21.8892 9.9472
H: -2.9696 -18.5905 11.0967
C: -3.0248 -17.3794 7.9615
C: -2.9697 -16.6489 6.6157
O: -4.3288 -16.4058 6.2579
O: -1.7311 -17.4344 8.4966
H: -3.3568 -18.4140 7.8753
H: -3.6710 -16.7359 8.5586
H: -2.4890 -17.3334 5.9168
H: -2.3649 -15.7421 6.6136
H: -4.7601 -17.2633 6.2420
H: -1.7090 -18.2335 9.0283
C: -4.7649 -28.6616 5.1088
C: -4.6540 -29.3193 6.5188
O: -3.4563 -28.9681 7.1614
O: -6.0108 -29.0848 4.6252
H: -3.9956 -28.9827 4.4065
H: -4.7340 -27.5801 5.2411
H: -4.8707 -30.3869 6.4807
H: -5.4940 -28.9637 7.1155
H: -3.1400 -29.7363 7.6425
H: -6.3795 -28.4806 3.9766
C: 1.8886 -22.9392 9.3001
C: 3.2198 -23.2486 8.6104
O: 4.0753 -22.1091 8.7322
O: 1.9419 -23.1248 10.7272
H: 1.0548 -23.5382 8.9339
H: 1.5826 -21.9009 9.1722
H: 3.0578 -23.4254 7.5471
H: 3.6138 -24.1528 9.0744
H: 3.8540 -21.8156 9.6190
H: 1.1670 -22.6504 11.0373

The largest force on an atom comes out at 2.92 eV/Å. The value obtained for the total energy is -4501.51824 hartree. The value obtained for the gap between HOMO and LUMO is 8.80 eV. As for the HOMO energy: -8.65 eV. The value obtained for the molar mass is 1325.86 Da. For the energy above the lowest of the compared OMol25 structures with the same formula, charge and spin, the calculation gives 19.6 kcal per mole.

Atomic partial charges in e from the Löwdin method, atoms 1 to 8: atom 1 (C): -0.0413, atom 2 (C): -0.4368, atom 3 (C): -0.1902, atom 4 (O): -0.2145, atom 5 (C): -0.0763, atom 6 (N): 0.0571, atom 7 (H): 0.0828, atom 8 (H): 0.0835



Record 2
# C23H17Cl2N7OS3Ti

C23H17Cl2N7OS3Ti as an isolated structure (ωB97M-V with the def2-TZVPD basis set, the OMol25 dataset).

Cartesian coordinates (Å):
Ti: 0.8523 -0.2129 0.2686
C: -4.4996 2.5915 -0.8276
C: -4.2158 1.0972 -0.6436
N: -3.6925 0.7468 0.6573
C: -2.3866 1.0434 1.0158
S: -2.0150 0.9796 2.6776
N: -1.6179 1.4234 0.0246
N: -0.2512 1.4005 0.1585
C: 0.4264 2.4995 -0.1775
C: -0.2901 3.7640 -0.5449
C: 1.8296 2.3917 -0.1070
C: 2.7394 3.4164 -0.4494
C: 4.0828 3.2151 -0.3004
C: 4.5475 1.9798 0.2025
C: 3.6241 1.0079 0.4982
N: 2.3001 1.1717 0.3534
H: -5.0511 2.7634 -1.7565
H: -3.5595 3.1400 -0.8758
H: -5.0843 2.9806 0.0091
H: -3.4744 0.7874 -1.3810
H: -5.1350 0.5250 -0.8037
H: -4.3238 0.7970 1.4374
H: -1.2966 3.7141 -0.1355
H: -0.3648 3.8715 -1.6312
H: 0.2215 4.6386 -0.1397
H: 2.3556 4.3489 -0.8419
H: 4.7891 3.9944 -0.5613
H: 5.6030 1.7885 0.3324
H: 3.9343 0.0395 0.8724
S: 2.4826 -2.1296 -0.0447
C: 3.2322 -1.7033 -1.5529
C: 4.4776 -2.3366 -1.8207
N: 5.4903 -2.8611 -1.9974
C: 2.7003 -0.8284 -2.4617
S: 1.1902 0.0161 -2.2548
C: 3.3844 -0.6018 -3.6867
N: 3.9255 -0.4270 -4.6911
Cl: 1.2908 -2.2230 4.6212
C: 0.2769 -2.7019 3.3004
C: -0.4633 -3.8746 3.3941
C: -1.2647 -4.2680 2.3476
Cl: -2.1751 -5.7507 2.5196
C: -1.3714 -3.5201 1.1613
C: -2.1789 -3.8362 0.0450
C: -2.1903 -2.9697 -1.0322
C: -1.4043 -1.8293 -1.0307
N: -0.6043 -1.5097 0.0001
C: -0.6073 -2.3327 1.0971
C: 0.2300 -1.8953 2.1655
O: 0.9157 -0.7910 2.0088
H: -0.4095 -4.4717 4.2931
H: -2.7870 -4.7294 0.0519
H: -2.8076 -3.1819 -1.8953
H: -1.3805 -1.1478 -1.8686

As for the spin multiplicity: 3. The largest force on an atom comes out at 2.29 eV/Å. The value obtained for the total energy is -4309.78961 hartree. The value obtained for the gap between HOMO and LUMO (spin up / spin down) is 4.66 / 6.03 eV. As for the HOMO energy (spin up / spin down): -0.48 / -1.85 eV. The charge is -2. The value obtained for the molar mass is 622.41 Da. As for the expectation value of S²: 2.0571.

Atomic partial charges in e from the Löwdin method, atoms 1 to 8: atom 1 (Ti): 0.6455, atom 2 (C): -0.1021, atom 3 (C): -0.2883, atom 4 (N): -0.0658, atom 5 (C): -0.9469, atom 6 (S): 0.4478, atom 7 (N): -0.0325, atom 8 (N): -0.1443



Record 3
# C2H4NP

One molecule with the formula C2H4NP (ωB97M-V with the def2-TZVPD basis set, the OMol25 dataset).

Cartesian coordinates (Å):
C: -0.4361 0.7045 0.0667
C: 0.4650 -0.3659 -0.4763
N: 1.1089 -1.2028 0.1942
P: -2.0803 -0.1395 0.0458
H: -0.1596 0.9765 1.0867
H: -0.4472 1.5931 -0.5670
H: 0.5084 -0.4619 -1.5565
H: 1.0409 -1.1038 1.2065

The largest force on an atom comes out at 1.28 eV/Å. The value obtained for the total energy is -474.59842 hartree. The value obtained for the gap between HOMO and LUMO (spin up / spin down) is 7.07 / 7.19 eV. As for the HOMO energy (spin up / spin down): -8.37 / -8.54 eV. The value obtained for the molar mass is 73.03 Da. For the energy above the lowest of the compared OMol25 structures with the same formula, charge and spin, the calculation gives 47.2 kcal per mole.

The Löwdin scheme yields these atomic charges, measured in e: atom 1 (C): -0.6046, atom 2 (C): -0.4356, atom 3 (N): 0.0759, atom 4 (P): 0.7174, atom 5 (H): 0.0546, atom 6 (H): 0.0539, atom 7 (H): 0.0912, atom 8 (H): 0.0471